Entry 1:
A single C3H3N3O molecule. Source: the OMol25 dataset; level of theory: ωB97M-V/def2-TZVPD.

Each line ends with the Mulliken charge.
Geometry (Å):
O1 2.0551 -0.3072 0.3613  -0.48
C1 0.7977 -0.0817 -0.0195  0.79
C2 0.2955 1.2347 -0.0933  -0.25
N1 -0.9998 1.4243 0.0182  -0.27
N2 -1.8314 0.3780 0.0264  -0.42
C3 -1.3033 -0.8086 -0.2138  0.02
N3 0.0012 -1.1077 -0.2093  -0.56
H1 2.0519 -1.2176 0.7013  0.36
H2 0.9299 2.1119 -0.1830  0.42
H3 -1.9969 -1.6263 -0.3883  0.39

The SMILES is Oc1cnncn1. The calculated total energy comes out at -355.5920 hartree. As for the energy relative to the best compared isomer or geometry (same formula, charge and spin): 30.0 kcal per mole. For the strongest force on any atom, the calculation gives 0.009 Eh/bohr. Its HOMO energy is -9.75 eV.

=====

Entry 2:
2 unconnected molecules or ions with the total composition C19H39N5O6P in a non-equilibrium geometry. Source: the OMol25 dataset; level of theory: ωB97M-V/def2-TZVPD.

Each line ends with the Mulliken charge.
Geometry (Å):
O1 6.0457 -2.3233 -6.6959  -0.65
O2 0.7699 -0.5537 -5.5303  -0.69
O3 -5.7324 -0.5046 -0.1969  -0.68
O4 -5.9802 -1.4683 1.9872  -0.47
O5 -4.5702 -2.6699 0.1657  -0.54
O6 -3.5898 -0.5509 1.2177  -0.19
C1 5.0242 -2.4076 -6.0361  0.77
C2 1.9462 -0.2627 -5.6988  -0.11
C3 -1.6990 4.0699 7.0502  0.91
C4 -1.8722 -0.3798 2.7620  -1.10
C5 -1.8183 3.6234 5.7465  -0.71
C6 -1.1764 0.6548 3.3630  1.16
C7 -0.8513 -2.4147 -1.3782  0.83
N1 -0.9064 -3.6185 -1.8760  -0.33
N2 2.2554 0.8383 -6.3945  -0.08
N3 0.1472 -1.5893 -1.6402  -0.08
N4 4.2475 -1.3334 -5.8746  0.10
N5 -1.8281 -2.0443 -0.6017  -0.10
C8 4.6413 -3.7338 -5.4057  -1.03
C9 -0.7575 3.4452 8.0531  -1.31
C10 -2.5144 5.2549 7.5013  -1.30
C11 0.3330 0.6263 3.2914  -1.67
C12 -3.3655 -0.4973 2.6258  -0.48
C13 3.5590 1.4657 -6.6281  -1.02
C14 -1.0722 2.4458 5.1707  -0.47
C15 -1.8772 1.8294 4.0223  -0.60
C16 1.2930 -1.8495 -2.5348  -0.81
C17 2.1772 -0.6021 -2.6852  -1.06
C18 3.3682 -0.7946 -3.6441  -0.78
C19 3.0034 -1.2057 -5.0885  0.14
P1 -4.9794 -1.2733 0.7953  0.75
H1 -6.4486 -0.6211 1.9607  0.35
H2 -5.4474 -2.9762 -0.1107  0.33
H3 -1.2972 -1.1891 2.3245  0.50
H4 -2.5005 4.1552 5.0883  0.22
H5 -0.1816 -3.9192 -2.5009  0.19
H6 -1.6849 -4.2150 -1.6665  0.19
H7 1.4488 1.3176 -6.7678  0.31
H8 0.0865 -0.6697 -1.2359  0.22
H9 4.5896 -0.5154 -6.3558  0.02
H10 -2.6291 -2.6413 -0.4442  0.13
H11 -1.8627 -1.1213 -0.1948  0.11
H12 5.4194 -4.4625 -5.6335  0.32
H13 4.5648 -3.6225 -4.3277  0.27
H14 3.6981 -4.0778 -5.8245  0.28
H15 0.0059 2.8224 7.5804  0.31
H16 -0.2398 4.2306 8.6119  0.39
H17 -1.3216 2.8306 8.7609  0.29
H18 -3.1412 5.6433 6.6923  0.32
H19 -3.1644 4.9661 8.3332  0.31
H20 -1.8531 6.0593 7.8390  0.33
H21 0.6923 -0.2037 2.6758  0.37
H22 0.7047 1.5584 2.8554  0.38
H23 0.7589 0.5117 4.2929  0.33
H24 -3.6943 -1.4071 3.1434  0.42
H25 -3.9059 0.3506 3.0549  0.21
H26 3.4175 2.5142 -6.8998  0.34
H27 4.1758 1.4280 -5.7279  0.34
H28 4.0735 0.9690 -7.4541  0.35
H29 -0.1010 2.7989 4.8101  0.32
H30 -0.9023 1.6799 5.9340  0.45
H31 -2.8450 1.5246 4.4277  0.40
H32 -2.0547 2.5947 3.2593  0.36
H33 0.9134 -2.1399 -3.5159  0.55
H34 1.8993 -2.6645 -2.1337  0.41
H35 1.5658 0.2310 -3.0350  0.44
H36 2.5696 -0.3336 -1.7032  0.60
H37 4.0312 -1.5483 -3.2169  0.47
H38 3.9229 0.1450 -3.6779  0.07
H39 2.5169 -2.1793 -5.0607  0.41

Its net charge is +1. The calculated total energy comes out at -1813.8668 hartree. For the strongest force on any atom, the calculation gives 0.074 Eh/bohr. Its HOMO energy is -10.44 eV.

=====

Entry 3:
A molecular structure, C42H38ClLaN2OP2 in a non-equilibrium geometry. Source: the OMol25 dataset; level of theory: ωB97M-V/def2-TZVPD.

Each line ends with the Mulliken charge.
Geometry (Å):
La1 -0.6986 -0.6172 -0.9987  1.45
Cl1 1.6436 -1.8352 -1.0782  -0.48
P1 -0.9261 -1.8693 1.7253  1.43
P2 1.1620 1.7104 -1.6831  1.25
C1 -2.2527 -1.2543 2.8061  0.25
C2 0.3052 -2.5399 2.8708  0.04
C3 -1.6735 -3.2777 0.8078  0.25
C4 0.6421 1.6196 -3.4422  -0.44
C5 0.9807 3.4708 -1.2645  -0.02
C6 2.9630 1.4026 -1.7084  0.15
C7 -3.5686 -1.7442 2.7532  -0.39
C8 -4.5724 -1.1347 3.5065  -0.75
C9 -4.2738 -0.0473 4.3319  -0.54
C10 -2.9618 0.4373 4.3981  -0.74
C11 -1.9589 -0.1619 3.6456  -0.30
H1 -3.8114 -2.6021 2.1258  0.38
H2 -5.5960 -1.5071 3.4499  0.44
H3 -5.0574 0.4279 4.9277  0.42
H4 -2.7159 1.2848 5.0384  0.47
H5 -0.9360 0.2167 3.6880  0.49
C12 -2.6017 -2.9899 -0.2274  -1.00
C13 -3.0390 -4.0141 -1.0711  -0.86
C14 -2.6338 -5.3331 -0.8400  -0.65
C15 -1.7687 -5.6262 0.2187  -0.65
C16 -1.2648 -4.6003 1.0257  -0.68
H6 -3.0246 -1.9730 -0.3440  1.33
H7 -3.6970 -3.7716 -1.9101  0.46
H8 -3.0032 -6.1348 -1.4832  0.42
H9 -1.4809 -6.6607 0.4152  0.44
H10 -0.5579 -4.8268 1.8265  0.45
C17 -0.0351 -3.0197 4.1454  -0.29
C18 0.9599 -3.5200 4.9931  -0.67
C19 2.2980 -3.5333 4.5851  -0.52
C20 2.6450 -3.0430 3.3189  -0.56
C21 1.6604 -2.5495 2.4707  -0.18
H11 -1.0706 -3.0007 4.4864  0.45
H12 0.6936 -3.9013 5.9821  0.42
H13 3.0780 -3.9205 5.2442  0.39
H14 3.6847 -3.0452 2.9889  0.43
H15 1.9164 -2.1736 1.4778  -0.02
C22 2.0483 4.2333 -0.7569  -0.51
C23 1.8261 5.5369 -0.3102  -0.70
C24 0.5432 6.0856 -0.3470  -0.56
C25 -0.5223 5.3351 -0.8554  -0.77
C26 -0.3036 4.0514 -1.3386  -0.19
H16 3.0495 3.8023 -0.7099  0.41
H17 2.6568 6.1214 0.0835  0.43
H18 0.3602 7.0911 0.0370  0.41
H19 -1.5304 5.7483 -0.8687  0.48
H20 -1.1341 3.4746 -1.7491  0.48
C27 0.2332 0.3626 -3.9554  -0.47
C28 -0.4146 0.3046 -5.1891  -1.07
C29 -0.5064 1.4473 -5.9901  -0.63
C30 0.0268 2.6621 -5.5438  -0.69
C31 0.5758 2.7561 -4.2598  -0.06
H21 0.4785 -0.5711 -3.4122  1.17
H22 -0.8392 -0.6433 -5.5235  0.47
H23 -0.9811 1.3841 -6.9711  0.42
H24 0.0030 3.5400 -6.1918  0.44
H25 0.9484 3.7179 -3.9042  0.50
C32 3.7081 1.4316 -2.8952  -0.39
C33 5.0688 1.1108 -2.8679  -0.69
C34 5.6865 0.7485 -1.6683  -0.56
C35 4.9419 0.7106 -0.4829  -0.64
C36 3.5910 1.0423 -0.4959  -0.17
H26 3.2277 1.6962 -3.8383  0.40
H27 5.6467 1.1390 -3.7927  0.41
H28 6.7454 0.4903 -1.6483  0.40
H29 5.4090 0.4212 0.4575  0.43
H30 2.9960 1.0014 0.4205  0.40
H31 -1.3253 -1.8173 -2.5498  0.12
H32 -0.5963 -2.1800 -2.2737  0.09
N1 -2.6875 5.2235 3.0136  -0.30
C37 -1.7760 4.3691 2.4655  0.21
O1 -0.5707 4.5951 2.5760  -0.60
C38 -2.3070 3.1858 1.7179  0.93
C39 -3.6712 2.9233 1.5112  -0.47
C40 -4.0204 1.8218 0.7454  -1.48
C41 -3.0354 1.0429 0.1431  0.04
N2 -1.7196 1.2806 0.3403  0.87
C42 -1.3716 2.3223 1.1475  -0.87
H33 -2.3490 5.9998 3.5565  0.27
H34 -3.6780 5.0502 3.0436  0.11
H35 -4.4374 3.5635 1.9362  0.42
H36 -5.0632 1.5497 0.5920  0.48
H37 -3.3010 0.2073 -0.5174  0.40
H38 -0.2985 2.4748 1.2959  0.55

Its net charge is +2. The calculated total energy comes out at -2982.0737 hartree. For the strongest force on any atom, the calculation gives 0.103 Eh/bohr. Its HOMO energy is -13.39 eV.

=====

Entry 4:
A molecular structure, C23H41LaN2OP3 in a non-equilibrium geometry. Source: the OMol25 dataset; level of theory: ωB97M-V/def2-TZVPD.

Each line ends with the Mulliken charge.
Geometry (Å):
La1 0.0000 0.0000 0.0000  0.73
P1 1.3676 -0.8477 1.5609  0.79
P2 1.1757 1.9713 -0.3531  1.41
P3 -1.0361 -2.0227 -0.5093  1.12
H1 -1.0581 2.0937 -9.4834  0.28
C1 -2.0029 1.5657 -9.3816  -0.61
C2 -3.1339 2.2038 -9.0911  -0.48
H2 -3.1617 3.2803 -8.9431  0.26
C3 2.8337 -1.7629 0.9111  -1.18
C4 2.2261 0.2478 2.7828  -0.96
C5 0.7401 -2.0832 2.7923  -1.11
C6 0.4156 3.0837 -1.6027  -1.51
C7 1.5479 3.2397 0.9454  -1.35
C8 2.8521 1.7525 -1.0882  -1.42
C9 -2.3310 -1.9380 -1.8165  -1.37
C10 -1.8969 -3.0961 0.7275  -1.08
C11 0.0891 -3.2697 -1.2581  -1.41
H3 -1.9750 0.4892 -9.5296  0.29
H4 -4.0786 1.6757 -8.9893  0.28
H5 3.5050 -2.0908 1.7129  0.52
H6 3.3717 -1.1083 0.2202  0.31
H7 2.4954 -2.6359 0.3463  0.33
H8 2.7984 -0.3480 3.5025  0.47
H9 1.4819 0.8365 3.3265  0.03
H10 2.9068 0.9342 2.2739  0.47
H11 1.3816 -2.9713 2.8187  0.57
H12 -0.2787 -2.3867 2.5490  0.14
H13 0.7322 -1.6292 3.7871  0.44
H14 0.9071 4.0628 -1.5771  0.60
H15 -0.6506 3.1942 -1.3948  0.47
H16 0.5172 2.6447 -2.5975  0.36
H17 2.5439 3.6660 0.7810  0.45
H18 1.5043 2.8145 1.9492  0.32
H19 0.8128 4.0463 0.8754  0.51
H20 3.2635 2.7045 -1.4421  0.52
H21 2.7619 1.0562 -1.9256  0.34
H22 3.5366 1.3143 -0.3574  0.40
H23 -2.9224 -2.8603 -1.8190  0.64
H24 -1.8517 -1.8057 -2.7883  0.32
H25 -2.9898 -1.0835 -1.6481  0.40
H26 -2.6402 -3.7244 0.2248  0.53
H27 -2.4007 -2.4849 1.4806  0.18
H28 -1.1761 -3.7472 1.2298  0.45
H29 -0.4738 -4.0520 -1.7802  0.49
H30 0.7074 -3.7194 -0.4769  0.39
H31 0.7465 -2.7548 -1.9632  0.36
C12 -1.2195 0.5911 -2.8518  -0.31
C13 -0.0493 0.1849 -3.5373  0.44
C14 -0.0205 0.1034 -4.9288  -0.98
C15 -1.1444 0.4171 -5.6952  -0.39
C16 -2.3093 0.8214 -5.0341  -0.65
C17 -2.3523 0.9084 -3.6468  0.18
O1 -1.3268 0.7081 -1.5383  -0.86
H32 1.1102 -0.5534 -1.0757  -0.29
H33 0.8223 -0.0719 -2.9417  0.46
H34 0.8986 -0.2120 -5.4194  0.49
H35 -1.1154 0.3488 -6.7787  0.44
H36 -3.1987 1.0710 -5.6091  0.52
H37 -3.2588 1.2283 -3.1384  0.56
N1 0.0000 0.0000 7.3440  -0.33
C18 0.0000 0.0000 6.1980  -0.76
C19 0.0000 0.0000 4.7570  1.63
C20 -1.1573 -0.6931 4.2575  -0.76
C21 -1.6838 -0.3786 2.9968  -0.98
N2 -1.2235 0.6721 2.2824  -0.47
C22 -0.6647 1.6673 3.0187  -0.65
C23 -0.2133 1.3956 4.3459  -0.78
H38 -1.5585 -1.5484 4.7919  0.43
H39 -2.4255 -0.9833 2.5991  1.10
H40 -0.4691 2.6249 2.5766  0.82
H41 0.2326 2.2055 4.9155  0.40

Its net charge is +3. The calculated total energy comes out at -2139.7107 hartree. As for the energy relative to the best compared isomer or geometry (same formula, charge and spin): 443.5 kcal per mole. For the strongest force on any atom, the calculation gives 0.321 Eh/bohr. Its HOMO energy (spin up / spin down) is -15.56 / -15.55 eV.

=====

Entry 5:
2 unconnected molecules or ions with the total composition C4H8N2S2 in a non-equilibrium geometry. Source: the OMol25 dataset; level of theory: ωB97M-V/def2-TZVPD.

Each line ends with the Mulliken charge.
Geometry (Å):
C1 0.0972 0.1223 0.2672  0.99
C2 -0.7319 -1.2829 0.0471  -0.72
C3 0.1615 1.1778 -0.9306  -0.56
C4 1.6004 -0.2390 -0.1741  -0.45
H1 -0.7093 -0.4459 1.9354  0.18
H2 0.4122 1.1189 1.9767  0.31
H3 -0.9045 -1.8095 1.4310  0.28
H4 -0.2363 -2.0856 -0.8231  0.32
H5 -2.7936 0.1815 0.4370  0.19
H6 -0.2753 2.2086 -0.4480  0.29
H7 -0.3580 0.5176 -1.8957  0.28
H8 2.1560 1.1852 -1.7069  0.30
N1 -0.3728 0.5690 1.4593  -0.56
N2 1.6489 1.0966 -0.7347  -0.35
S1 -2.5159 -0.9214 -0.6536  -0.23
S2 2.8212 -1.3934 -0.1870  -0.26

The calculated total energy comes out at -1062.8686 hartree. As for the energy relative to the best compared isomer or geometry (same formula, charge and spin): 142.5 kcal per mole. For the strongest force on any atom, the calculation gives 0.113 Eh/bohr. Its HOMO energy is -8.64 eV.

=====

Entry 6:
A single C4H8O2 molecule in a non-equilibrium geometry. Source: the OMol25 dataset; level of theory: ωB97M-V/def2-TZVPD.

Each line ends with the Mulliken charge.
Geometry (Å):
C1 0.2281 1.3955 0.0332  -1.25
C2 -0.2588 -0.0232 -0.2003  0.51
C3 -1.7336 -0.2232 0.0958  -1.33
O1 0.4034 -0.8961 0.7390  -0.07
C4 1.5591 -1.4507 0.5867  -0.43
O2 2.1856 -1.1504 -0.5672  -0.31
H1 -0.3273 2.0879 -0.6055  0.36
H2 0.0704 1.6838 1.0784  0.32
H3 1.2934 1.4842 -0.1981  0.32
H4 -0.0112 -0.3557 -1.2124  0.33
H5 -2.0166 -1.2714 -0.0425  0.33
H6 -2.3392 0.3963 -0.5690  0.40
H7 -1.9546 0.0528 1.1332  0.32
H8 2.9014 -1.7297 -0.2712  0.52

The calculated total energy comes out at -307.6181 hartree. As for the energy relative to the best compared isomer or geometry (same formula, charge and spin): 59.2 kcal per mole. For the strongest force on any atom, the calculation gives 0.032 Eh/bohr. Its HOMO energy is -8.90 eV.

=====

Question: Number 3 is which compound?
Answer: C42H38ClLaN2OP2